(1)
{"formula": "C8H11NO2", "method": "the ωB97M-V functional and the def2-TZVPD basis", "gap_ev": [9.6, 4.7], "relative_energy_kj_mol": 771.6, "total_energy_ev": -14052.0873, "lumo_energy_ev": [0.09, -1.94], "e_homo_ev": [-9.489, -6.646], "total_charge": 0, "elements": ["C", "C", "C", "C", "C", "C", "C", "C", "N", "O", "O", "H", "H", "H", "H", "H", "H", "H", "H", "H", "H", "H"], "positions_angstrom": [[0.416, -2.060, -0.505], [-0.497, -1.104, -0.833], [1.734, -1.520, 0.034], [1.723, -0.360, 1.057], [0.686, 1.809, -0.141], [-0.606, 1.463, -0.788], [0.647, 0.623, 0.823], [-0.413, 0.118, -0.172], [-4.130, 0.280, 0.769], [-2.909, 0.128, 0.748], [-4.985, 0.045, -0.057], [0.219, -3.059, -0.828], [-1.357, -1.223, -1.472], [2.259, -2.343, 0.406], [2.134, -1.187, -0.894], [1.719, -0.660, 2.125], [2.699, -0.005, 0.990], [1.552, 1.813, -0.876], [0.912, 2.863, 0.201], [-1.414, 2.182, -0.540], [-0.697, 1.322, -1.888], [0.309, 0.873, 1.841]]}

=====

(2)
{"formula": "C2H8N3", "method": "the ωB97M-V functional and the def2-TZVPD basis", "gap_ev": 12.0, "relative_energy_kj_mol": 23.1, "smiles": "CNC(N)=[NH2+]", "total_energy_ev": -6668.3891, "lumo_energy_ev": -3.20, "e_homo_ev": -15.201, "total_charge": 1, "elements": ["C", "N", "C", "N", "N", "H", "H", "H", "H", "H", "H", "H", "H"], "positions_angstrom": [[0.265, -1.619, -0.815], [-0.241, -0.229, -0.768], [-0.141, 0.610, 0.264], [-0.687, 1.834, 0.205], [0.641, 0.299, 1.300], [-0.133, -2.227, -0.007], [1.353, -1.618, -0.749], [-0.041, -1.950, -1.800], [-1.042, -0.052, -1.335], [-1.558, 1.971, -0.261], [-0.332, 2.597, 0.746], [0.750, 0.925, 2.071], [1.167, -0.541, 1.147]]}

=====

(3)
{"formula": "C33H60BaCl3Ge3N2O2Si3", "method": "the ωB97M-V functional and the def2-TZVPD basis", "gap_ev": 7.3, "relative_energy_kj_mol": 162.4, "total_energy_ev": -273713.8814, "lumo_energy_ev": -2.86, "e_homo_ev": -10.130, "total_charge": 1, "elements": ["Ba", "O", "C", "C", "C", "C", "C", "C", "C", "N", "C", "C", "N", "C", "C", "C", "C", "C", "C", "C", "O", "H", "H", "H", "H", "H", "H", "H", "H", "H", "H", "H", "H", "H", "H", "Cl", "Ge", "Cl", "Cl", "C", "C", "C", "C", "Ge", "C", "C", "C", "C", "H", "H", "H", "H", "H", "H", "H", "H", "H", "H", "H", "H", "H", "H", "H", "H", "H", "H", "H", "C", "Si", "C", "C", "Ge", "Si", "C", "C", "C", "Si", "C", "C", "C", "H", "H", "H", "H", "H", "H", "H", "H", "H", "H", "H", "H", "H", "H", "H", "H", "H", "H", "H", "H", "H", "H", "H", "H", "H", "H", "H"], "positions_angstrom": [[-0.349, 0.922, 0.644], [1.619, -0.253, 1.224], [2.833, 0.254, 1.325], [3.968, -0.451, 0.896], [5.222, 0.118, 0.958], [5.404, 1.409, 1.453], [4.304, 2.120, 1.891], [3.028, 1.557, 1.843], [1.785, 2.196, 2.336], [1.204, 3.311, 2.118], [1.825, 4.393, 1.366], [2.339, 4.128, -0.053], [1.500, 3.787, -1.177], [0.256, 3.682, -1.352], [-0.981, 3.850, -0.544], [-1.298, 4.991, 0.190], [-2.558, 5.161, 0.730], [-3.532, 4.192, 0.534], [-3.247, 3.059, -0.202], [-1.978, 2.881, -0.759], [-1.647, 1.668, -1.348], [3.828, -1.450, 0.500], [6.079, -0.449, 0.616], [6.393, 1.842, 1.502], [4.433, 3.115, 2.300], [1.198, 1.519, 2.977], [2.688, 4.756, 1.933], [1.110, 5.213, 1.357], [3.107, 3.353, -0.026], [2.868, 5.033, -0.370], [-0.012, 3.416, -2.379], [-0.563, 5.774, 0.302], [-2.785, 6.053, 1.296], [-4.517, 4.323, 0.962], [-3.984, 2.278, -0.353], [-4.660, -1.700, 2.325], [-3.111, -0.602, 1.287], [-1.296, -2.272, 2.121], [-2.603, 0.932, 2.836], [2.817, -6.179, 2.493], [2.911, -4.715, 2.899], [1.541, -4.101, 3.168], [1.642, -2.633, 3.575], [-0.049, -1.774, 4.005], [-1.292, -2.365, 5.390], [-1.225, -3.859, 5.722], [0.017, -4.231, 6.524], [0.136, -5.733, 6.745], [3.804, -6.598, 2.300], [2.220, -6.294, 1.586], [2.350, -6.771, 3.281], [3.411, -4.140, 2.114], [3.530, -4.620, 3.797], [1.040, -4.683, 3.946], [0.930, -4.195, 2.266], [2.058, -2.024, 2.768], [2.293, -2.518, 4.446], [0.031, -0.240, 3.952], [-2.278, -2.079, 5.013], [-1.107, -1.765, 6.286], [-1.258, -4.451, 4.803], [-2.114, -4.139, 6.292], [-0.012, -3.715, 7.487], [0.913, -3.864, 6.008], [-0.734, -6.112, 7.282], [1.024, -5.979, 7.325], [0.196, -6.265, 5.793], [-3.267, 3.814, -4.019], [-3.242, 1.967, -4.335], [-2.987, 1.602, -6.156], [-4.790, 1.163, -3.651], [-1.372, 1.011, -3.169], [0.876, 1.439, -3.981], [1.144, 3.211, -4.558], [2.167, 0.928, -2.694], [0.986, 0.298, -5.476], [-1.527, -1.394, -3.002], [0.113, -2.102, -2.401], [-2.890, -2.180, -1.966], [-1.887, -1.821, -4.802], [-4.027, 4.304, -4.631], [-2.306, 4.277, -4.253], [-3.492, 4.026, -2.972], [-3.825, 2.004, -6.730], [-2.928, 0.535, -6.361], [-2.075, 2.073, -6.528], [-5.683, 1.576, -4.124], [-4.867, 1.344, -2.577], [-4.794, 0.085, -3.813], [1.531, 3.833, -3.752], [0.231, 3.663, -4.949], [1.882, 3.222, -5.363], [1.803, 0.992, -1.667], [3.036, 1.585, -2.750], [2.505, -0.097, -2.859], [0.214, 0.515, -6.216], [0.912, -0.754, -5.200], [1.953, 0.445, -5.963], [0.364, -1.754, -1.394], [0.944, -1.834, -3.055], [0.054, -3.192, -2.363], [-2.552, -2.367, -0.948], [-3.154, -3.148, -2.401], [-3.797, -1.577, -1.929], [-1.283, -1.246, -5.502], [-2.939, -1.632, -5.022], [-1.694, -2.880, -4.991]]}

=====

(4)
{"formula": "C35H43N10O2S3SiZr", "method": "the ωB97M-V functional and the def2-TZVPD basis", "gap_ev": 7.5, "relative_energy_kj_mol": 123.3, "total_energy_ev": -97651.5150, "lumo_energy_ev": -1.95, "e_homo_ev": -9.418, "total_charge": 1, "elements": ["Zr", "N", "C", "S", "N", "N", "C", "C", "C", "C", "C", "C", "N", "H", "H", "H", "H", "H", "H", "H", "C", "N", "C", "C", "N", "C", "S", "C", "C", "C", "C", "C", "N", "H", "H", "H", "H", "H", "H", "H", "H", "H", "N", "C", "C", "O", "O", "H", "H", "H", "H", "C", "N", "C", "C", "S", "N", "C", "C", "H", "H", "H", "H", "H", "H", "H", "H", "H", "H", "H", "H", "C", "C", "C", "C", "C", "C", "Si", "C", "C", "C", "C", "C", "C", "H", "H", "H", "H", "H", "H", "H", "H", "H", "H", "H"], "positions_angstrom": [[-0.383, -0.522, 0.526], [1.234, -2.639, 3.901], [1.043, -2.346, 2.621], [-0.194, -3.102, 1.739], [1.863, -1.378, 2.066], [1.503, -1.169, 0.726], [2.491, -0.784, -0.269], [1.898, -1.333, -1.536], [2.680, -1.700, -2.619], [2.077, -2.224, -3.746], [0.699, -2.362, -3.758], [-0.013, -1.973, -2.641], [0.561, -1.479, -1.540], [0.553, -3.225, 4.351], [1.874, -2.102, 4.467], [3.450, -1.277, -0.071], [3.755, -1.593, -2.561], [2.672, -2.527, -4.597], [0.177, -2.762, -4.615], [-1.091, -2.046, -2.619], [-4.870, 1.460, 2.580], [-3.514, 1.826, 2.946], [-3.094, 3.057, 3.417], [-1.762, 2.978, 3.607], [-1.378, 1.699, 3.246], [-2.459, 0.998, 2.848], [-2.492, -0.615, 2.332], [-0.090, 1.120, 3.501], [0.399, 1.279, 4.756], [1.682, 0.704, 5.048], [2.366, 0.060, 4.097], [1.847, -0.014, 2.694], [0.488, 0.502, 2.450], [-5.481, 2.359, 2.579], [-5.275, 0.743, 3.291], [-4.858, 1.011, 1.588], [-3.778, 3.873, 3.563], [-1.047, 3.701, 3.953], [-0.180, 1.788, 5.510], [2.097, 0.812, 6.042], [3.367, -0.319, 4.262], [2.567, 0.512, 2.059], [-2.208, 2.447, 0.137], [-1.990, 2.404, -1.302], [-0.900, 1.420, -1.682], [-0.727, 1.033, -2.804], [-0.121, 1.066, -0.645], [-2.997, 3.046, 0.349], [-1.399, 2.847, 0.600], [-1.702, 3.364, -1.750], [-2.898, 2.071, -1.803], [-5.275, -0.588, -2.156], [-4.959, -2.001, -1.992], [-5.493, -2.838, -3.067], [-3.868, -2.380, -1.278], [-2.725, -1.193, -0.876], [-3.760, -3.669, -0.915], [-4.926, -4.501, -0.624], [-2.516, -4.186, -0.371], [-6.285, -0.521, -2.558], [-4.578, -0.099, -2.842], [-5.240, -0.079, -1.197], [-5.365, -2.309, -4.013], [-6.555, -3.038, -2.920], [-4.955, -3.776, -3.131], [-5.835, -3.909, -0.662], [-4.813, -4.896, 0.387], [-5.008, -5.340, -1.316], [-1.664, -3.756, -0.890], [-2.506, -5.266, -0.510], [-2.440, -3.964, 0.695], [2.555, 3.259, -4.496], [1.832, 3.677, -3.389], [1.965, 3.004, -2.184], [2.820, 1.906, -2.055], [3.553, 1.518, -3.177], [3.420, 2.181, -4.387], [2.950, 1.120, -0.368], [4.676, 1.240, 0.346], [5.745, 0.496, -0.161], [7.012, 0.588, 0.392], [7.234, 1.431, 1.473], [6.188, 2.178, 1.993], [4.922, 2.081, 1.432], [2.450, 3.778, -5.440], [1.166, 4.527, -3.465], [1.393, 3.338, -1.325], [4.254, 0.695, -3.115], [3.998, 1.861, -5.245], [2.078, 1.894, 0.542], [5.595, -0.169, -1.007], [7.827, 0.005, -0.017], [8.222, 1.504, 1.909], [6.359, 2.837, 2.834], [4.113, 2.673, 1.849]]}

=====

(5)
{"formula": "C43H54BaN6O3S3", "method": "the ωB97M-V functional and the def2-TZVPD basis", "gap_ev": 6.8, "relative_energy_kj_mol": 0.0, "total_energy_ev": -93755.4683, "lumo_energy_ev": -0.08, "e_homo_ev": -6.849, "total_charge": 0, "elements": ["Ba", "C", "C", "C", "C", "C", "C", "C", "C", "N", "C", "C", "C", "C", "N", "C", "C", "C", "C", "C", "C", "C", "C", "H", "H", "H", "H", "H", "H", "H", "H", "H", "H", "H", "H", "H", "H", "H", "H", "H", "H", "H", "H", "H", "H", "H", "H", "C", "N", "C", "C", "C", "C", "C", "N", "C", "C", "C", "C", "C", "C", "H", "H", "H", "H", "H", "H", "H", "H", "H", "H", "H", "C", "N", "C", "N", "S", "H", "H", "H", "H", "H", "H", "C", "C", "C", "C", "C", "C", "C", "S", "O", "O", "O", "H", "H", "H", "H", "H", "H", "H", "C", "S", "C", "H", "H", "H", "H", "H", "H"], "positions_angstrom": [[0.090, 0.472, 0.294], [-4.347, -0.141, -0.413], [-4.363, -1.128, 0.711], [-5.451, -1.206, 1.576], [-5.509, -2.166, 2.570], [-4.477, -3.082, 2.700], [-3.365, -3.030, 1.867], [-2.268, -4.045, 2.000], [-3.313, -2.026, 0.892], [-2.112, -1.956, 0.105], [-2.050, -2.660, -0.953], [-3.196, -3.428, -1.551], [-0.697, -2.835, -1.625], [-0.652, -3.856, -2.727], [0.306, -2.167, -1.203], [1.587, -2.530, -1.755], [2.303, -3.546, -1.121], [1.730, -4.279, 0.058], [3.561, -3.874, -1.616], [4.090, -3.207, -2.708], [3.352, -2.214, -3.331], [2.086, -1.863, -2.873], [1.269, -0.834, -3.588], [-5.223, 0.506, -0.374], [-4.346, -0.644, -1.383], [-3.466, 0.487, -0.353], [-6.266, -0.503, 1.456], [-6.363, -2.209, 3.233], [-4.529, -3.855, 3.457], [-2.467, -4.710, 2.840], [-1.299, -3.573, 2.160], [-2.177, -4.665, 1.104], [-4.124, -3.256, -1.017], [-2.993, -4.500, -1.556], [-3.325, -3.120, -2.591], [-1.337, -3.558, -3.525], [-0.987, -4.832, -2.368], [0.343, -3.962, -3.145], [1.372, -3.598, 0.829], [2.484, -4.926, 0.505], [0.882, -4.908, -0.228], [4.129, -4.656, -1.126], [5.073, -3.468, -3.080], [3.753, -1.701, -4.197], [1.773, -0.511, -4.499], [1.103, 0.062, -2.984], [0.285, -1.225, -3.854], [3.906, -0.757, 0.244], [2.885, 0.113, -0.329], [3.290, 1.034, -1.123], [2.489, 2.048, -1.738], [3.027, 3.066, -2.533], [1.954, 3.893, -2.879], [0.834, 3.330, -2.270], [1.129, 2.210, -1.581], [4.669, -0.101, 1.372], [3.984, 0.503, 2.426], [4.672, 1.095, 3.471], [6.063, 1.092, 3.484], [6.753, 0.495, 2.442], [6.057, -0.095, 1.393], [4.603, -1.101, -0.528], [3.408, -1.646, 0.637], [4.356, 1.107, -1.378], [4.066, 3.179, -2.801], [1.978, 4.789, -3.478], [-0.181, 3.705, -2.293], [2.901, 0.504, 2.428], [4.122, 1.566, 4.277], [6.602, 1.560, 4.297], [7.835, 0.493, 2.437], [6.602, -0.555, 0.577], [0.897, 0.719, 6.000], [0.932, 0.163, 4.664], [1.074, -1.132, 4.387], [1.317, -1.978, 5.411], [0.947, -1.754, 2.817], [0.778, 1.795, 5.916], [1.829, 0.530, 6.535], [0.054, 0.328, 6.578], [0.620, 0.761, 3.888], [1.451, -1.660, 6.350], [1.496, -2.940, 5.190], [-3.920, -0.602, 7.303], [-3.361, 0.074, 6.083], [-3.379, 1.462, 5.968], [-2.894, 2.095, 4.832], [-2.389, 1.331, 3.795], [-2.357, -0.053, 3.888], [-2.840, -0.673, 5.028], [-1.642, 2.122, 2.399], [-2.135, 1.468, 1.185], [-1.899, 3.529, 2.492], [-0.208, 1.754, 2.485], [-3.856, 0.044, 8.179], [-3.395, -1.531, 7.522], [-4.973, -0.851, 7.156], [-3.780, 2.059, 6.779], [-2.906, 3.173, 4.746], [-1.946, -0.654, 3.086], [-2.813, -1.755, 5.090], [-1.545, 0.142, -5.253], [-2.339, -0.116, -3.659], [-2.397, 1.609, -3.145], [-2.170, 0.744, -5.912], [-1.390, -0.829, -5.722], [-0.576, 0.626, -5.130], [-1.409, 2.057, -3.246], [-2.690, 1.669, -2.100], [-3.118, 2.174, -3.734]]}

=====

(6)
{"formula": "C51H40N2O", "method": "the ωB97M-V functional and the def2-TZVPD basis", "gap_ev": 4.6, "relative_energy_kj_mol": 47.7, "total_energy_ev": -58561.4996, "lumo_energy_ev": -1.46, "e_homo_ev": -6.040, "total_charge": 0, "elements": ["C", "C", "C", "C", "C", "C", "C", "C", "C", "C", "C", "C", "O", "C", "C", "H", "H", "H", "H", "H", "H", "H", "H", "H", "H", "H", "C", "C", "C", "C", "N", "C", "C", "C", "C", "C", "C", "C", "C", "C", "C", "C", "C", "C", "C", "C", "N", "C", "C", "C", "C", "C", "C", "C", "C", "C", "C", "C", "C", "C", "C", "C", "C", "C", "C", "H", "H", "H", "H", "H", "H", "H", "H", "H", "H", "H", "H", "H", "H", "H", "H", "H", "H", "H", "H", "H", "H", "H", "H", "H", "H", "H", "H", "H"], "positions_angstrom": [[-3.367, -5.567, 1.016], [-3.065, -4.990, -0.226], [-3.044, -3.609, -0.383], [-3.374, -2.763, 0.715], [-3.554, -1.361, 0.638], [-3.454, -0.600, -0.569], [-4.120, 0.756, -0.573], [-3.900, 1.584, -1.686], [-4.356, 2.903, -1.692], [-4.991, 3.440, -0.564], [-5.216, 2.628, 0.552], [-4.850, 1.276, 0.517], [-2.786, -0.962, -1.563], [-3.573, -3.363, 1.992], [-3.567, -4.741, 2.133], [-3.435, -6.652, 1.114], [-2.844, -5.627, -1.084], [-2.774, -3.160, -1.340], [-3.884, -0.880, 1.559], [-3.354, 1.178, -2.539], [-4.200, 3.519, -2.577], [-5.296, 4.487, -0.552], [-5.671, 3.039, 1.457], [-5.111, 0.631, 1.358], [-3.746, -2.695, 2.842], [-3.723, -5.172, 3.122], [2.000, -4.709, -5.878], [1.325, -5.515, -4.956], [1.533, -5.335, -3.587], [2.427, -4.353, -3.136], [2.588, -4.163, -1.728], [3.800, -4.608, -1.113], [4.938, -3.791, -1.124], [6.169, -4.298, -0.702], [6.268, -5.620, -0.253], [5.120, -6.416, -0.183], [3.891, -5.915, -0.619], [1.670, -3.319, -1.064], [0.871, -3.828, -0.025], [0.019, -2.991, 0.665], [-0.040, -1.597, 0.371], [-0.808, -0.712, 1.170], [-0.518, 0.679, 1.299], [-1.568, 1.623, 1.462], [-1.306, 2.965, 1.631], [0.030, 3.411, 1.725], [0.292, 4.760, 1.900], [1.597, 5.216, 2.253], [2.431, 5.755, 1.263], [3.658, 6.321, 1.619], [4.033, 6.390, 2.965], [3.244, 5.773, 3.942], [2.038, 5.160, 3.585], [-0.672, 5.725, 1.490], [-1.217, 6.599, 2.439], [-2.215, 7.495, 2.050], [-2.582, 7.589, 0.702], [-1.984, 6.759, -0.254], [-1.034, 5.815, 0.139], [1.088, 2.487, 1.632], [0.822, 1.162, 1.351], [0.700, -1.125, -0.754], [1.529, -1.977, -1.460], [3.122, -3.565, -4.058], [2.880, -3.720, -5.428], [1.825, -4.838, -6.948], [0.622, -6.276, -5.298], [0.998, -5.932, -2.843], [4.849, -2.773, -1.507], [7.056, -3.665, -0.751], [7.240, -6.027, 0.034], [5.182, -7.441, 0.185], [2.993, -6.534, -0.610], [0.914, -4.896, 0.200], [-0.615, -3.368, 1.470], [-1.565, -1.139, 1.832], [-2.594, 1.262, 1.402], [-2.124, 3.683, 1.700], [2.114, 5.706, 0.217], [4.311, 6.720, 0.842], [4.951, 6.905, 3.253], [3.560, 5.770, 4.987], [1.417, 4.651, 4.327], [-0.861, 6.546, 3.471], [-2.684, 8.133, 2.801], [-3.324, 8.327, 0.388], [-2.242, 6.854, -1.311], [-0.541, 5.165, -0.589], [2.116, 2.828, 1.759], [1.646, 0.465, 1.203], [0.592, -0.083, -1.067], [2.092, -1.609, -2.320], [3.812, -2.803, -3.688], [3.377, -3.057, -6.137]]}

=====

(7)
{"formula": "CH2FPS", "method": "the ωB97M-V functional and the def2-TZVPD basis", "gap_ev": [8.1, 7.0], "multiplicity": 3, "relative_energy_kj_mol": 0.0, "total_energy_ev": -23908.4547, "lumo_energy_ev": [0.87, -2.96], "e_homo_ev": [-7.239, -10.006], "total_charge": 0, "elements": ["C", "F", "P", "S", "H", "H"], "positions_angstrom": [[-0.010, -0.752, -0.655], [0.346, 0.137, 1.781], [-0.172, 0.604, 0.322], [0.160, 2.495, 0.261], [0.296, -1.666, -0.175], [-0.621, -0.818, -1.534]]}